No. 1
# C12H21N7O3

One molecule with the formula C12H21N7O3 (ωB97M-V/def2-TZVPD, the OMol25 dataset).

The geometry in ORCA input format:
```
! RIJCOSX wB97M-V def2-TZVPD def2/J DEFGRID3
* xyz 0 1
H 1.9775 -2.4305 -0.7192
N 2.9954 -2.4068 -0.5194
C 3.4887 -1.2058 -0.2373
N 4.9164 -0.9652 -0.0831
N 2.7336 -0.0326 -0.0948
C 3.0702 1.4876 -0.0400
C 1.7905 2.2701 0.1589
C 0.6168 1.5613 -0.4937
C -0.8611 2.4103 -0.4246
N -0.5234 3.8050 0.0345
C -1.5520 1.7050 0.7429
O -1.4878 2.0218 1.9402
N -1.9380 0.4758 0.4266
C -2.6895 -0.1445 -0.6892
C -1.8896 -1.3180 -1.4136
C -1.3261 -1.9929 -0.2268
C -1.6318 -3.2133 0.2859
N -0.7488 -3.4712 1.2694
C 0.1677 -2.3990 1.2976
N -0.0883 -1.5371 0.3149
C -4.1357 -0.4408 -0.3656
O -4.8568 -0.8380 -1.2144
O -4.6360 0.0433 0.8409
H 5.1290 -0.6858 0.8568
H 5.3169 -1.9219 -0.1331
H 1.7411 -0.2012 0.0060
H 3.6635 1.7661 -0.9992
H 3.6822 1.6263 0.8594
H 1.5521 2.3695 1.1323
H 1.9834 3.2670 -0.1978
H 0.6061 0.4975 -0.5840
H 1.2176 1.7207 -1.5384
H -1.3958 2.2464 -1.4023
H -1.2174 3.8868 0.7476
H -0.7171 4.4856 -0.7156
H -1.9855 -0.0034 1.3555
H -2.9318 0.5876 -1.5476
H -2.5564 -1.9889 -2.1187
H -1.0907 -0.8887 -1.9895
H -2.4475 -3.8141 0.1060
H -0.9675 -4.2419 1.8557
H 1.0559 -2.3305 1.8848
H -4.0304 0.2386 1.6320
*
```

DFT total energy ... -1078.77563 hartree
HOMO-LUMO gap ... 8.613 eV
Max |F| ... 6.017 eV Å⁻¹
Molecular weight ... 311.3 u
LUMO ... 0.012 Eh
Energy above the lowest of the compared OMol25 structures with the same formula, charge and spin ... 112.9 kcal/mol

No. 2
# C12H21NO

One molecule with the formula C12H21NO (ωB97M-V/def2-TZVPD, the OMol25 dataset).

The geometry in ORCA input format:
```
! RIJCOSX wB97M-V def2-TZVPD def2/J DEFGRID3
* xyz 0 1
C -1.0821 -2.2074 2.4104
C 0.0044 -2.4675 1.2791
C 0.7785 -1.2395 0.8474
C 2.1148 -1.7149 0.3065
C 2.0168 -2.2398 -1.1298
C 0.8351 -1.7419 -1.9221
C 0.2015 -0.4530 -1.4744
N 0.0004 -0.4097 0.0409
C -0.6207 0.6732 0.6526
O -0.6649 0.8560 1.8884
C -1.3185 1.6297 -0.2695
C -1.1729 3.0384 -0.3628
C -0.0806 3.6888 0.4588
C -1.9949 3.8031 -1.2507
H -0.5507 -1.6961 3.3150
H -1.8394 -1.5131 1.9596
H -1.5955 -3.1352 2.7947
H 0.6909 -3.1753 1.7874
H -0.4043 -2.8678 0.4535
H 1.0516 -0.7497 1.7665
H 2.9299 -0.9485 0.3259
H 2.5144 -2.4151 0.9592
H 2.9062 -2.0027 -1.6726
H 1.8836 -3.3628 -1.1419
H 0.0716 -2.5220 -2.0464
H 1.2006 -1.4746 -2.9774
H 0.8231 0.4140 -1.6856
H -0.8016 -0.5178 -1.9532
H -1.9008 1.1797 -1.1192
H 0.5724 4.3614 -0.0538
H -0.5607 4.2038 1.2564
H 0.5360 2.9811 0.9206
H -2.7859 4.3361 -0.7538
H -1.2651 4.5205 -1.6523
H -2.4931 3.1687 -1.9575
*
```

DFT total energy ... -599.77143 hartree
HOMO-LUMO gap ... 9.421 eV
Max |F| ... 6.322 eV Å⁻¹
Molecular weight ... 195.3 u
LUMO ... 0.027 Eh
Energy above the lowest of the compared OMol25 structures with the same formula, charge and spin ... 56.8 kcal/mol

No. 3
# C12H21O5S

A 3-piece molecular cluster, C12H21O5S overall (ωB97M-V/def2-TZVPD, the OMol25 dataset).

The geometry in ORCA input format:
```
! RIJCOSX wB97M-V def2-TZVPD def2/J DEFGRID3
* xyz -1 1
C 0.1708 -0.4384 -0.4305
C -0.0180 -1.9247 -0.3871
C -1.2972 -2.4733 -0.3272
C -1.5050 -3.8454 -0.3753
C -0.4105 -4.6909 -0.4842
C 0.8672 -4.1497 -0.5274
C 1.0848 -2.7763 -0.4653
C 2.4895 -2.2539 -0.4503
S 2.9883 -1.1732 -1.8457
O 4.2796 -1.7245 -2.2366
O 1.9326 -1.3221 -2.8389
O 3.0646 0.1584 -1.2461
H -0.7030 0.0784 -0.0389
H 1.0595 -0.1425 0.1238
H 0.3431 -0.1256 -1.4629
H -2.1356 -1.7914 -0.2455
H -2.5159 -4.2317 -0.3356
H -0.5415 -5.7647 -0.5288
H 1.7117 -4.8240 -0.6039
H 2.6815 -1.6939 0.4642
H 3.1833 -3.0899 -0.4889
C -3.2863 2.7162 2.0210
C -3.4659 1.6253 0.9811
O -2.8294 0.4135 1.3591
H -2.2246 2.8902 2.1978
H -3.7498 3.6495 1.6943
H -3.7462 2.4242 2.9692
H -2.9945 1.9169 0.0427
H -4.5300 1.4518 0.7792
H -3.2147 0.1120 2.1872
C 2.1360 4.0135 -0.2371
C 1.3721 2.8422 0.3486
O 0.0415 3.2162 0.7321
H 2.1782 4.8404 0.4749
H 3.1520 3.7162 -0.4986
H 1.6473 4.3749 -1.1457
H 1.8540 2.4845 1.2569
H 1.3420 2.0147 -0.3625
H -0.4113 3.4973 -0.0689
*
```

DFT total energy ... -1244.30176 hartree
HOMO-LUMO gap ... 7.833 eV
Max |F| ... 0.406 eV Å⁻¹
Molecular weight ... 277.4 u
LUMO ... 0.099 Eh
Energy above the lowest of the compared OMol25 structures with the same formula, charge and spin ... 0.0 kcal/mol

No. 4
# C12H21S

A 2-piece molecular cluster, C12H21S overall (ωB97M-V/def2-TZVPD, the OMol25 dataset).

The geometry in ORCA input format:
```
! RIJCOSX wB97M-V def2-TZVPD def2/J DEFGRID3
* xyz 1 1
C 1.5949 0.7739 -1.2490
C 1.2578 1.9511 0.8513
C 0.0866 0.6196 -1.2265
C 0.2819 1.1972 1.3764
C 2.1090 1.4957 -0.2444
C 3.5285 2.0383 -0.1414
C 1.9613 -1.8705 0.1416
C -0.3914 -2.6857 0.1930
C -3.2664 0.0928 -0.7908
C -4.1455 -0.5711 1.4536
C 0.5327 -1.6433 0.6183
C -3.5179 -0.8980 0.1068
S -0.5176 -0.0555 0.3004
H 2.0980 0.3100 -2.0418
H 1.7539 2.8202 1.3551
H -0.2056 -0.0497 -2.0285
H -0.3927 1.2798 2.2528
H 3.5344 3.0540 -0.5081
H 4.1670 1.3330 -0.7288
H 3.8603 2.1735 0.8930
H 2.1291 -2.8503 0.5629
H 2.8217 -1.1745 0.5784
H 2.1755 -1.8540 -0.9267
H -1.3590 -2.7341 0.7895
H 0.1379 -3.6831 0.2742
H -0.6179 -2.5650 -0.8488
H -0.4607 1.5744 -1.3310
H -3.2394 1.2180 -0.6741
H -2.8518 -0.2247 -1.7783
H -3.7768 -1.1788 2.2379
H -5.2630 -0.6036 1.4487
H -3.8548 0.4646 1.7609
H 0.5085 -1.5160 1.7169
H -3.3844 -1.9437 -0.1320
*
```

DFT total energy ... -867.65062 hartree
HOMO-LUMO gap ... 8.601 eV
Max |F| ... 3.129 eV Å⁻¹
Molecular weight ... 197.4 u
LUMO ... -0.142 Eh
Energy above the lowest of the compared OMol25 structures with the same formula, charge and spin ... 0.0 kcal/mol

No. 5
# C12H22ClN4

A 3-piece molecular cluster, C12H22ClN4 overall (ωB97M-V/def2-TZVPD, the OMol25 dataset).

The geometry in ORCA input format:
```
! RIJCOSX wB97M-V def2-TZVPD def2/J DEFGRID3
* xyz 1 1
C 31.7836 13.9414 -12.2391
C 30.4312 13.3771 -11.8157
N 30.4778 11.9126 -11.8811
C 30.0963 11.1220 -12.9393
C 30.2666 9.8223 -12.5562
N 30.9808 9.8647 -11.3739
C 31.0703 11.1438 -10.9863
C 31.2408 8.7316 -10.4918
H 32.1406 13.5611 -13.1961
H 32.5129 13.6550 -11.4754
H 31.8662 15.0282 -12.2350
H 29.6166 13.7679 -12.4169
H 30.3222 13.6221 -10.7607
H 29.5963 11.6228 -13.7511
H 29.9985 8.8741 -12.9867
H 31.3644 11.3508 -9.9697
H 30.8567 7.8300 -10.9642
H 30.7895 8.9081 -9.5216
H 32.3072 8.5297 -10.3987
C 37.4947 22.3598 -17.2030
C 36.2130 22.6806 -16.4572
N 35.5388 21.5014 -15.9264
C 34.8907 21.4336 -14.7416
C 34.3899 20.1629 -14.6019
N 34.7827 19.4782 -15.7135
C 35.5522 20.2880 -16.4745
C 34.5874 18.0565 -15.9022
H 38.2746 22.0944 -16.4825
H 37.8424 23.2467 -17.7295
H 37.4868 21.5275 -17.9033
H 35.5167 23.1627 -17.1470
H 36.4463 23.3224 -15.6119
H 34.7569 22.3412 -14.1768
H 33.9697 19.6825 -13.7284
H 35.8809 19.9152 -17.4278
H 33.5247 17.9081 -16.0850
H 34.8621 17.4569 -15.0350
H 35.1738 17.7059 -16.7497
Cl 33.4250 17.3896 -12.4097
*
```

DFT total energy ... -1149.41717 hartree
HOMO-LUMO gap ... 6.702 eV
Max |F| ... 2.022 eV Å⁻¹
Molecular weight ... 257.8 u
LUMO ... -0.087 Eh
Energy above the lowest of the compared OMol25 structures with the same formula, charge and spin ... 19.8 kcal/mol

No. 6
# C12H22CoO7S

C12H22CoO7S as an isolated structure (ωB97M-V/def2-TZVPD, the OMol25 dataset).

The geometry in ORCA input format:
```
! RIJCOSX wB97M-V def2-TZVPD def2/J DEFGRID3
* xyz 1 5
Co -13.6803 1.9257 1.1226
O -16.5839 1.3430 4.0334
C -15.5013 1.4394 3.3544
O -15.5253 1.5090 2.1385
C -14.2880 1.3929 4.2119
O -13.2679 0.9955 3.3159
C -11.9053 1.3814 3.6288
C -11.3862 2.2377 2.4414
O -10.2188 2.2402 2.1810
O -12.3151 2.9955 1.8959
H -17.3061 1.1539 3.4030
H -14.4486 0.6362 4.9414
H -14.2162 2.3098 4.7340
H -11.4279 0.4152 3.8303
H -12.0703 2.0052 4.5196
C -13.1236 0.1120 -4.1570
C -13.2447 0.1027 -2.6445
C -12.9991 -1.2994 -1.9896
S -12.9815 -1.1696 -0.1644
O -13.1800 0.3124 0.1065
C -11.1462 -1.4047 0.1055
C -10.2059 -0.4138 -0.5542
C -8.7602 -0.5076 -0.0074
H -13.2998 1.1290 -4.4649
H -13.8594 -0.5987 -4.5764
H -12.1402 -0.1400 -4.4358
H -14.2065 0.4547 -2.3376
H -12.5264 0.8635 -2.2108
H -12.1175 -1.7309 -2.3228
H -13.8303 -1.9642 -2.0748
H -11.0986 -2.5415 -0.0697
H -11.0289 -1.4365 1.1945
H -10.6042 0.5163 -0.2598
H -10.2696 -0.4759 -1.6124
H -8.8308 -0.3307 1.1001
H -8.2026 0.3667 -0.3582
H -8.2672 -1.4993 -0.0985
C -16.2697 2.1609 -2.0653
C -15.2283 3.0377 -1.4510
O -14.5290 2.8421 -0.5413
H -17.1916 2.6183 -1.7521
H -16.1738 1.1109 -1.6365
H -16.3512 2.1884 -3.2002
*
```

DFT total energy ... -2777.78498 hartree
HOMO-LUMO gap (alpha / beta) ... 9.354 / 8.764 eV
Max |F| ... 2.891 eV Å⁻¹
Molecular weight ... 369.3 u
LUMO (alpha / beta) ... -0.091 / -0.134 Eh
Energy above the lowest of the compared OMol25 structures with the same formula, charge and spin ... 6.3 kcal/mol

> Look up the DFT total energy of the third one.

-1244.30176 hartree

> Look up the max |F| of the fifth one.

2.022 eV Å⁻¹

> DFT total energy of number 5 (C12H22ClN4)?

-1149.41717 hartree